<w>
54
Properties=species:S:1:pos:R:3:lowdin_charge:R:1 method="wB97M-V/def2-TZVPD" lumo_ev=0.11 homo_lumo_gap_ev=9.83 charge=0 multiplicity=1 homo_ev=-9.73 smiles=CO.CO.CO.CO.CO.CO.CO.CO.CO
C -0.09 -0.18 0.37 -0.12
O -0.20 1.23 0.43 -0.15
H 0.85 -0.46 0.86 0.07
H -0.89 -0.70 0.89 0.08
H 0.02 -0.51 -0.67 0.07
H -1.11 1.49 0.25 0.03
C -3.51 2.94 0.49 -0.11
O -2.93 1.71 0.01 -0.15
H -2.78 3.51 1.06 0.09
H -3.83 3.56 -0.35 0.08
H -4.36 2.67 1.11 0.08
H -3.50 1.41 -0.71 0.09
C -1.39 3.42 -2.48 -0.17
O -0.63 4.41 -3.16 -0.11
H -2.43 3.77 -2.44 0.07
H -1.41 2.45 -2.99 0.08
H -1.03 3.22 -1.47 0.06
H -0.17 3.97 -3.88 0.07
C 2.15 0.62 -2.18 -0.12
O 1.98 -0.78 -2.32 -0.14
H 1.32 1.11 -2.68 0.08
H 2.17 0.91 -1.13 0.07
H 3.08 0.99 -2.63 0.08
H 2.68 -1.25 -1.86 0.10
C -0.54 -2.05 -4.42 -0.17
O 0.26 -2.77 -3.48 -0.14
H 0.09 -1.29 -4.90 0.07
H -0.97 -2.74 -5.14 0.07
H -1.37 -1.53 -3.92 0.07
H 0.74 -2.09 -2.98 0.02
C 3.11 1.45 2.09 -0.15
O 2.23 2.38 1.45 -0.13
H 3.10 0.50 1.56 0.06
H 4.11 1.89 2.07 0.08
H 2.80 1.29 3.12 0.07
H 1.43 1.89 1.19 0.02
C 4.48 -2.58 2.30 -0.17
O 3.50 -2.22 1.33 -0.14
H 4.56 -1.83 3.09 0.07
H 4.25 -3.54 2.76 0.08
H 5.44 -2.68 1.79 0.08
H 2.66 -2.14 1.81 0.02
C -0.06 -1.96 3.79 -0.12
O 1.22 -1.92 3.13 -0.15
H -0.55 -0.98 3.82 0.08
H -0.72 -2.64 3.26 0.08
H 0.09 -2.29 4.82 0.08
H 1.75 -1.37 3.71 0.08
C -3.92 -1.84 0.51 -0.16
O -5.32 -1.99 0.55 -0.11
H -3.49 -1.74 1.52 0.07
H -3.42 -2.70 0.08 0.08
H -3.67 -0.88 0.03 0.05
H -5.73 -1.13 0.54 0.07

---

<x>
54
Properties=species:S:1:pos:R:3:lowdin_charge:R:1 method="wB97M-V/def2-TZVPD" lumo_ev=0.22 homo_lumo_gap_ev=9.65 charge=0 multiplicity=1 homo_ev=-9.42 smiles=CO.CO.CO.CO.CO.CO.CO.CO.CO
C 8.31 6.46 6.71 -0.13
O 8.57 7.43 7.71 -0.15
H 9.19 6.22 6.10 0.09
H 7.99 5.52 7.16 0.08
H 7.49 6.87 6.12 0.10
H 9.31 7.03 8.17 0.10
C 9.03 6.61 12.21 -0.16
O 8.17 5.61 12.74 -0.12
H 10.06 6.28 12.36 0.08
H 8.84 6.89 11.17 0.05
H 8.87 7.55 12.74 0.07
H 8.71 4.81 12.82 0.07
C 9.47 10.19 10.23 -0.12
O 8.53 11.24 10.44 -0.14
H 9.22 9.69 9.29 0.07
H 10.50 10.54 10.18 0.07
H 9.47 9.44 11.02 0.06
H 7.65 10.86 10.45 0.02
C 10.62 13.78 10.99 -0.19
O 10.20 13.43 9.71 -0.11
H 11.48 14.44 11.01 0.08
H 9.86 14.24 11.62 0.07
H 10.86 12.88 11.56 0.07
H 9.74 12.59 9.75 0.02
C 6.01 8.39 10.09 -0.08
O 6.30 9.74 10.60 -0.13
H 6.28 7.51 10.68 0.07
H 4.94 8.28 9.91 0.08
H 6.51 8.19 9.13 0.06
H 5.86 9.89 11.44 0.09
C 8.85 10.35 5.97 -0.16
O 9.33 9.04 5.80 -0.13
H 9.12 10.71 6.96 0.07
H 9.35 11.05 5.30 0.08
H 7.79 10.41 5.72 0.07
H 8.88 8.58 6.51 -0.01
C 5.98 11.34 7.73 -0.16
O 5.77 12.12 6.55 -0.12
H 5.29 11.68 8.51 0.08
H 5.72 10.30 7.53 0.07
H 7.01 11.50 8.04 0.07
H 4.84 12.04 6.32 0.07
C 8.88 11.45 13.97 -0.17
O 9.61 11.62 15.17 -0.11
H 8.70 12.36 13.40 0.07
H 9.40 10.76 13.31 0.06
H 7.93 10.94 14.13 0.07
H 9.00 11.57 15.91 0.07
C 13.60 10.64 10.28 -0.17
O 13.62 10.82 11.68 -0.12
H 14.52 10.14 9.97 0.07
H 12.77 10.07 9.88 0.07
H 13.73 11.64 9.86 0.08
H 14.33 11.43 11.89 0.07

---

<y>
54
Properties=species:S:1:pos:R:3:lowdin_charge:R:1 method="wB97M-V/def2-TZVPD" lumo_ev=0.50 homo_lumo_gap_ev=10.11 charge=0 multiplicity=1 homo_ev=-9.61 smiles=CO.CO.CO.CO.CO.CO.CO.CO.CO
C 0.04 -1.61 3.59 -0.15
O -0.29 -0.59 2.68 -0.16
H 0.86 -1.25 4.19 0.08
H -0.82 -1.94 4.20 0.08
H 0.46 -2.53 3.17 0.08
H -0.20 -0.98 1.79 0.04
C -2.83 0.54 -0.53 -0.12
O -1.51 0.93 -1.01 -0.16
H -3.06 -0.46 -0.92 0.08
H -2.94 0.70 0.54 0.07
H -3.51 1.25 -1.00 0.07
H -0.89 0.33 -0.56 0.04
C 0.44 2.31 4.04 -0.14
O -0.79 1.69 4.48 -0.13
H 1.24 1.82 4.59 0.07
H 0.66 2.10 2.96 0.08
H 0.35 3.38 4.22 0.07
H -0.99 1.06 3.82 0.01
C 0.87 3.78 -1.27 -0.06
O 1.82 3.18 -0.29 -0.12
H 1.19 3.76 -2.32 0.07
H -0.05 3.20 -1.14 0.07
H 0.60 4.78 -0.93 0.08
H 2.60 3.65 -0.52 0.07
C -0.89 -3.22 -4.48 -0.19
O -0.12 -3.72 -3.44 -0.12
H -1.38 -3.92 -5.13 0.07
H -1.72 -2.61 -4.11 0.09
H -0.28 -2.57 -5.11 0.07
H 0.68 -4.21 -3.75 0.10
C 0.06 1.64 -3.94 -0.18
O 0.65 0.37 -3.85 -0.10
H -0.51 1.83 -3.05 0.04
H 0.87 2.41 -4.04 0.08
H -0.75 1.79 -4.69 0.09
H 0.56 0.00 -4.71 0.05
C 1.17 -1.80 -0.66 -0.08
O 0.62 -0.82 0.28 -0.19
H 0.44 -2.50 -1.01 0.05
H 1.69 -1.20 -1.51 0.12
H 1.84 -2.39 -0.02 0.08
H 1.42 -0.28 0.39 0.03
C -3.11 -3.07 2.14 -0.18
O -3.10 -1.73 1.81 -0.13
H -2.40 -3.28 2.92 0.07
H -4.13 -3.31 2.45 0.08
H -3.05 -3.61 1.20 0.08
H -2.25 -1.28 1.99 0.06
C 3.63 1.36 1.35 -0.12
O 2.59 0.87 0.48 -0.14
H 3.71 2.44 1.27 0.07
H 3.63 1.03 2.40 0.09
H 4.60 0.96 0.97 0.08
H 2.26 1.68 0.08 0.02

---

Energetically preferred structure: <w> | next structure: +0.840 eV

---

<w>
9
Properties=species:S:1:pos:R:3:lowdin_charge:R:1 method="wB97M-V/def2-TZVPD" lumo_ev=-2.08 homo_lumo_gap_ev=8.03 charge=0 multiplicity=1 homo_ev=-10.11 smiles="O=c1ncnnnn1"
O -0.37 2.18 -1.08 0.13
C -0.17 1.01 -0.82 -0.47
N 1.02 0.44 -0.53 0.14
C 1.11 -0.38 0.42 -0.13
N 0.05 -0.61 1.50 0.09
N -1.20 -0.58 1.05 -0.01
N -1.40 -1.03 -0.21 -0.02
N -1.17 -0.19 -1.12 0.13
H 2.13 -0.83 0.79 0.15

---

<x>
9
Properties=species:S:1:pos:R:3:lowdin_charge:R:1 method="wB97M-V/def2-TZVPD" lumo_ev=-1.62 homo_lumo_gap_ev=8.52 charge=0 multiplicity=1 homo_ev=-10.14 smiles="O=c1ncnnnn1"
O 1.95 -0.35 0.96 0.15
C 1.22 -0.30 0.01 -0.54
N 0.70 0.94 -0.61 0.16
C -0.52 1.13 -0.18 -0.17
N -1.03 0.34 0.90 0.09
N -1.10 -0.95 0.70 0.04
N -0.63 -1.52 -0.43 0.02
N 0.52 -1.27 -0.68 0.11
H -1.11 1.99 -0.66 0.14

---

Energetically preferred structure: <x> | next structure: +0.383 eV

---

<w>
10
Properties=species:S:1:pos:R:3:lowdin_charge:R:1 method="wB97M-V/def2-TZVPD" lumo_ev=0.60 homo_lumo_gap_ev=10.20 charge=0 multiplicity=1 homo_ev=-9.60 smiles="C=CO.S"
C -0.74 2.77 0.53 0.02
C -1.68 3.19 -0.35 -0.26
O -3.01 3.51 -0.19 -0.03
H 0.07 1.94 0.44 0.10
H -0.66 3.29 1.44 0.02
H -1.58 2.66 -1.24 0.07
H -3.45 2.70 0.04 0.09
S 2.46 -4.14 -0.11 0.46
H 3.45 -3.94 0.70 -0.27
H 1.44 -4.23 0.81 -0.19

---

<x>
10
Properties=species:S:1:pos:R:3:lowdin_charge:R:1 method="wB97M-V/def2-TZVPD" lumo_ev=0.40 homo_lumo_gap_ev=9.81 charge=0 multiplicity=1 homo_ev=-9.42 smiles="C=CO.S"
C 1.82 -0.18 2.03 0.00
C 1.08 -0.84 1.15 -0.32
O -0.26 -0.99 1.42 -0.07
H 2.81 -0.31 2.22 0.01
H 1.21 0.01 2.95 0.08
H 1.65 -1.40 0.39 0.11
H -0.80 -0.87 0.50 0.18
S -2.70 1.19 -3.96 0.48
H -1.45 1.44 -3.53 -0.22
H -3.37 1.96 -3.16 -0.26

---

Energetically preferred structure: <x> | next structure: +0.635 eV